1.
{"formula": "C5H11NO", "method": "the ωB97M-V functional and the def2-TZVPD basis", "elements": ["C", "O", "C", "C", "N", "C", "C", "H", "H", "H", "H", "H", "H", "H", "H", "H", "H", "H"], "coordinates": [[-1.79713, -0.68241, 2.00669], [-1.68843, -0.40371, 0.63260], [-0.72241, 0.56873, 0.35427], [0.76321, 0.14140, 0.42053], [0.94406, 0.68517, -0.92412], [1.82880, 0.01581, -1.84354], [-0.50302, 0.77652, -1.15164], [-2.58916, -1.42578, 2.12568], [-2.06315, 0.21819, 2.58218], [-0.86115, -1.09240, 2.41642], [-0.92658, 1.49419, 0.91327], [1.40867, 0.60100, 1.18000], [0.85442, -0.95665, 0.48325], [1.68398, -1.08042, -1.92293], [2.86239, 0.17490, -1.51878], [1.71192, 0.44991, -2.84176], [-0.95528, -0.05031, -1.72117], [-0.82974, 1.73104, -1.58389]], "total_charge": 0, "e_above_lowest_kcal_mol": 55.1, "lumo_energy_ev": 1.103, "smiles": "COC1CN(C)C1"}

2.
{"formula": "C5H11NO", "method": "the ωB97M-V functional and the def2-TZVPD basis", "elements": ["C", "O", "C", "C", "C", "C", "N", "H", "H", "H", "H", "H", "H", "H", "H", "H", "H", "H"], "coordinates": [[0.31582, 1.19024, 0.67677], [0.01852, 2.53834, 0.45307], [-0.57545, 0.28142, -0.28060], [-0.35191, -1.16104, 0.22293], [1.19295, -1.49454, 0.02629], [1.67703, -2.19473, -0.99169], [-1.97511, 0.58807, -0.19667], [1.42890, 1.15211, 0.44116], [0.14372, 0.91970, 1.80749], [-0.53048, 2.43134, -0.33657], [-0.16275, 0.34815, -1.25171], [-0.65432, -1.90521, -0.43575], [-0.79697, -1.21976, 1.25443], [1.83069, -1.36435, 0.94304], [2.66395, -2.61655, -0.71405], [1.03102, -2.38045, -1.88173], [-2.56863, -0.05860, -0.78569], [-2.25812, 0.54230, 0.78939]], "total_charge": 1, "s2": 0.76, "e_above_lowest_kcal_mol": 86.9, "lumo_energy_ev": [-3.308, -9.024], "spin_multiplicity": 2}

3.
{"formula": "C5H11NO", "method": "the ωB97M-V functional and the def2-TZVPD basis", "elements": ["C", "C", "N", "C", "C", "C", "H", "H", "H", "H", "H", "H", "H", "H", "H", "H", "H", "O"], "coordinates": [[0.27126, 0.17076, -0.23284], [0.92889, 1.37634, -0.18609], [0.84277, 2.39836, -1.05640], [0.16835, -0.73674, 0.95756], [0.21612, -2.20105, 0.52499], [1.09834, -3.09877, 0.94152], [0.04536, -0.30096, -1.21750], [1.91231, 1.32217, 0.31971], [1.26536, 3.25212, -0.70702], [0.09548, 2.57759, -1.71825], [1.07593, -0.52274, 1.52077], [-0.81715, -0.62676, 1.46877], [-0.53843, -2.41876, -0.24509], [1.32534, -4.09696, 0.62240], [1.60330, -2.87043, 1.89903], [-1.90197, 1.49960, -0.73396], [-3.16915, 1.82138, 0.02690], [-2.83201, 1.30311, -0.72183]], "total_charge": 1, "s2": 0.76, "e_above_lowest_kcal_mol": 56.6, "lumo_energy_ev": [-4.828, -7.222], "spin_multiplicity": 2}

4.
{"formula": "C5H11NO", "method": "the ωB97M-V functional and the def2-TZVPD basis", "elements": ["C", "C", "C", "C", "N", "C", "O", "H", "H", "H", "H", "H", "H", "H", "H", "H", "H", "H"], "coordinates": [[0.16500, 1.94098, -2.09164], [-0.26209, 1.31586, -0.74439], [-0.62034, -0.16340, -0.63985], [0.31045, -1.27695, -0.01574], [0.81235, -1.05448, 1.26242], [-0.01394, -1.50467, 2.42694], [0.54001, -2.29718, -0.58304], [0.47371, 2.92123, -1.73936], [0.82029, 1.33078, -2.70573], [-0.69574, 2.13559, -2.76379], [-1.07217, 1.92449, -0.34327], [0.57757, 1.44398, -0.03136], [-1.53471, -0.37529, -0.06821], [-0.68986, -0.55741, -1.65578], [1.76343, -0.88765, 1.59909], [0.55126, -2.17493, 3.07662], [-0.28063, -0.61108, 2.98668], [-0.84458, -2.10987, 2.03042]], "total_charge": 1, "s2": 0.75, "e_above_lowest_kcal_mol": 56.8, "lumo_energy_ev": [-4.247, -8.559], "spin_multiplicity": 2}